No. 1
Density functional theory data (ωB97M-V/def2-TZVPD) for a molecular structure, C41H48N5O3PS3V at a distorted geometry.

The value obtained for the HOMO energy (spin up / spin down) is -5.87 / -5.87 eV. Its calculated total energy is -124361.092 eV. As for the charge: 0. The calculation puts the energy above the lowest of the compared OMol25 structures with the same formula, charge and spin at 0.00 kcal/mol. The value obtained for the HOMO-LUMO gap (spin up / spin down) is 5.5 / 5.5 eV. The calculation puts the LUMO energy (spin up / spin down) at -0.396 / -0.410 eV. Its spin multiplicity is 2.

Geometry as XYZ:
```
102
Properties=species:S:1:pos:R:3:lowdin_charge:R:1
V -0.04286 0.37395 -0.58476 0.78
C 0.30467 -2.57870 -1.13587 -0.11
N 0.89009 -1.15296 -1.59083 -0.12
C 0.28455 -0.71030 -2.88785 -0.14
C -1.23251 -0.48595 -2.86194 -0.27
C -1.87901 -0.36109 -4.07874 -0.04
C -3.24819 -0.16993 -4.13364 -0.06
C -3.95270 -0.12921 -2.95630 -0.03
C -3.25090 -0.25649 -1.77021 -0.22
N -1.92605 -0.41280 -1.68407 -0.01
C 2.55032 -0.91195 -1.59741 -0.05
C 2.88375 0.51808 -1.41671 -0.26
C 4.19628 0.92354 -1.67284 -0.02
C 4.53262 2.25121 -1.52146 -0.06
C 3.54977 3.14585 -1.12556 -0.03
C 2.27948 2.66193 -0.89028 -0.08
N 1.94011 1.37728 -1.02090 0.03
C -0.20393 -2.51608 0.28938 -0.26
C -0.17332 -3.61696 1.12900 0.00
C -0.66508 -3.47978 2.41873 -0.03
C -1.17645 -2.25568 2.81807 -0.02
C -1.17450 -1.21496 1.90557 -0.07
N -0.69667 -1.35081 0.66962 0.04
H 1.41550 -3.56981 -1.18370 0.21
H -0.52354 -2.90885 -1.76634 0.15
H 0.49497 -1.43648 -3.68568 0.13
H 0.73180 0.23003 -3.20033 0.12
H -1.30429 -0.41428 -4.99672 0.11
H -3.74936 -0.07087 -5.08840 0.11
H -5.02530 -0.00089 -2.92985 0.12
H -3.78727 -0.24394 -0.83032 -0.03
H 2.98168 -1.31167 -2.51764 0.13
H 3.16324 -1.51118 -0.52482 0.16
H 4.93550 0.19836 -1.99052 0.12
H 5.54275 2.58785 -1.71623 0.11
H 3.75929 4.19818 -1.00013 0.11
H 1.48273 3.32337 -0.58503 0.12
H 0.23209 -4.56070 0.78775 0.11
H -0.64788 -4.31871 3.10209 0.11
H -1.56793 -2.10398 3.81346 0.11
H -1.55834 -0.23176 2.14652 0.08
C 4.70414 -5.27634 -1.60803 -0.04
C 3.33816 -5.13740 -0.91836 -0.55
C 2.27230 -5.17007 -2.01359 -0.05
C 3.10278 -6.35259 -0.01024 -0.04
C 3.31951 -3.86438 -0.08053 -0.16
C 4.30813 -3.76254 0.97558 -0.02
C 4.40515 -2.69808 1.80969 -0.06
C 3.50035 -1.61027 1.67313 -0.44
S 3.40085 -0.14071 2.58638 1.15
C 2.06508 0.38582 1.58453 -0.47
N 1.72451 -0.46815 0.65384 0.00
C 2.53518 -1.61197 0.69454 -0.32
C 2.44937 -2.81732 -0.25900 -0.11
C 1.40029 1.65689 1.78273 -0.25
C 1.83469 2.53119 2.78354 -0.06
C 1.20784 3.74622 2.93978 -0.08
C 0.13874 4.07082 2.11591 -0.09
C -0.31938 3.19838 1.13312 -0.21
C 0.31327 1.97560 0.91800 -0.15
H 4.72809 -6.16589 -2.24130 0.09
H 5.51620 -5.36739 -0.88675 0.08
H 4.91363 -4.40826 -2.23659 0.09
H 2.33609 -6.09945 -2.57816 0.10
H 2.39604 -4.34842 -2.72850 0.10
H 1.25286 -5.12480 -1.60425 0.09
H 3.08060 -7.27244 -0.59817 0.09
H 2.15162 -6.26869 0.52061 0.08
H 3.88888 -6.46095 0.73683 0.08
H 5.01609 -4.56972 1.12245 0.11
H 5.16642 -2.67921 2.57806 0.11
H 1.47257 -2.68234 -1.22103 0.01
H 2.66713 2.27631 3.43247 0.08
H 1.53878 4.43767 3.70401 0.10
H -0.35601 5.02392 2.25485 0.11
H -1.13809 3.44799 0.47925 0.02
C -3.36058 1.74637 3.66817 -0.06
C -3.82827 3.06565 3.07472 -0.46
C -2.69385 3.99833 2.70259 -0.08
O -4.80091 2.87703 2.03812 -0.31
P -4.46296 2.09655 0.65723 -0.01
S -5.52870 0.38773 0.82162 0.14
S -2.58836 1.59917 0.11486 0.51
O -5.23746 2.90694 -0.50097 -0.31
C -5.00868 4.29650 -0.81947 -0.45
C -5.58998 5.23797 0.22405 -0.05
C -3.56533 4.62914 -1.16050 -0.07
H -2.72415 1.94460 4.53461 0.08
H -2.79078 1.16196 2.94829 0.02
H -4.21874 1.15764 3.99146 0.08
H -4.37340 3.57452 3.87630 0.14
H -2.03831 3.61059 1.91191 0.00
H -2.08629 4.16564 3.59418 0.09
H -3.08536 4.96447 2.36890 0.09
H -5.58557 4.45933 -1.73403 0.14
H -5.04754 5.18666 1.16603 0.06
H -6.63670 4.99747 0.40893 0.09
H -5.52808 6.26456 -0.14339 0.08
H -2.91476 4.54343 -0.28951 0.05
H -3.51340 5.66038 -1.51741 0.08
H -3.19001 3.96974 -1.94226 0.08
O -0.29881 1.60137 -1.62433 -0.37
```

=====

No. 2
Density functional theory data (ωB97M-V/def2-TZVPD) for a molecular structure, C41H49IrN10O3PS2 at a distorted geometry.

The value obtained for the HOMO energy (spin up / spin down) is -12.29 / -12.99 eV. Its calculated total energy is -98140.062 eV. As for the charge: +2. The calculation puts the energy above the lowest of the compared OMol25 structures with the same formula, charge and spin at 15.66 kcal/mol. The value obtained for the HOMO-LUMO gap (spin up / spin down) is 8.1 / 5.3 eV. The calculation puts the LUMO energy (spin up / spin down) at -4.193 / -7.650 eV. Its spin multiplicity is 6.

Geometry as XYZ:
```
107
Properties=species:S:1:pos:R:3:lowdin_charge:R:1
Ir -0.90072 0.40329 1.06479 1.10
C 3.76148 -3.83231 4.99279 -0.03
C 3.02048 -2.73421 4.31839 -0.23
C 3.21078 -1.39561 4.67649 0.00
C 2.52988 -0.39601 4.03589 0.01
C 1.60078 -0.64691 2.99089 -0.21
N 1.02958 0.39089 2.33439 0.01
C 1.78778 1.51609 2.17699 -0.26
C 3.17248 1.40209 1.90809 -0.06
C 3.96628 2.49299 1.66589 -0.07
C 3.42448 3.78109 1.65009 -0.24
C 4.26748 4.96739 1.33759 -0.02
C 2.07058 3.92209 1.93639 0.03
C 1.25908 2.83219 2.23189 -0.13
N -0.03912 3.06079 2.70509 -0.07
C -0.45952 4.15769 3.37819 -0.02
C -1.76412 3.93729 3.74759 -0.01
C -2.06392 2.66179 3.26419 -0.11
N -1.01352 2.14609 2.64189 -0.03
C 1.33238 -2.01291 2.71099 -0.10
C 2.05428 -3.00961 3.35359 0.05
N 0.33298 -2.41561 1.81589 -0.09
C 0.30128 -3.59891 1.16469 -0.04
C -0.98822 -3.79611 0.73159 -0.02
C -1.68372 -2.66321 1.15799 -0.15
N -0.87102 -1.82301 1.78839 -0.02
H 4.72218 -3.48921 5.36989 0.09
H 3.91158 -4.67591 4.32459 0.09
H 3.18778 -4.19361 5.84659 0.10
H 3.90238 -1.14541 5.46719 0.13
H 2.67218 0.62929 4.34379 0.13
H 3.59368 0.41119 1.85219 0.12
H 5.01388 2.34639 1.45559 0.11
H 5.29208 4.81029 1.66579 0.09
H 3.87248 5.86749 1.80419 0.09
H 4.29398 5.13049 0.25919 0.09
H 1.64168 4.91209 1.94049 0.12
H 0.17548 4.99379 3.58289 0.13
H -2.41162 4.58979 4.29269 0.11
H -2.98152 2.11929 3.36149 0.10
H 1.84858 -4.04221 3.12119 0.12
H 1.17218 -4.20531 1.01079 0.14
H -1.37332 -4.64811 0.20979 0.09
H -2.72702 -2.44191 1.05699 0.10
N -3.94902 1.60439 -0.27011 0.13
C -2.89942 2.40649 -0.65801 -0.29
C -3.19652 3.40549 -1.60321 0.01
C -2.21482 4.27879 -2.00611 -0.03
C -0.93652 4.12949 -1.47701 -0.05
C -0.71462 3.10109 -0.58811 -0.15
N -1.66682 2.26329 -0.17161 0.01
C -4.16132 0.74859 0.78499 -0.30
C -5.47692 0.28139 0.97129 0.01
C -5.77292 -0.49951 2.06469 -0.03
C -4.74782 -0.82111 2.95549 -0.04
C -3.47912 -0.36041 2.68219 -0.17
N -3.18472 0.39729 1.61959 -0.01
H -4.79282 1.78129 -0.80221 0.14
H -4.19842 3.48769 -1.99181 0.12
H -2.42722 5.06719 -2.71151 0.12
H -0.13702 4.79809 -1.74511 0.11
H 0.27568 2.93199 -0.18381 0.09
H -6.24922 0.55899 0.26969 0.12
H -6.78092 -0.84321 2.23629 0.12
H -4.94182 -1.41061 3.83509 0.11
H -2.64862 -0.58521 3.33799 0.11
C 2.12098 -3.36621 -2.55551 -0.04
C 2.29408 -2.09041 -3.36411 -0.48
C 2.88948 -2.33961 -4.73631 -0.02
O 3.19738 -1.22391 -2.64511 -0.30
P 2.70608 0.12879 -2.02381 -0.06
S 4.28548 0.96429 -1.13661 0.60
S 1.15038 -0.31431 -0.77501 0.42
O 2.17738 0.88739 -3.32081 -0.28
C 1.53458 2.16539 -3.39021 -0.46
C 2.49638 3.27409 -2.99681 -0.06
C 1.06578 2.30479 -4.83101 -0.02
H 1.51468 -4.07651 -3.11031 0.08
H 1.64108 -3.14641 -1.60361 0.04
H 3.09448 -3.80901 -2.36551 0.10
H 1.33058 -1.57141 -3.45721 0.11
H 3.84878 -2.83811 -4.63041 0.09
H 3.04088 -1.39561 -5.25381 0.09
H 2.22198 -2.96511 -5.32211 0.09
H 0.67188 2.14749 -2.70841 0.11
H 3.40308 3.19479 -3.59191 0.10
H 2.76638 3.20209 -1.94401 0.03
H 2.04038 4.24139 -3.18661 0.08
H 1.92618 2.30059 -5.49241 0.09
H 0.52388 3.23559 -4.96241 0.09
H 0.41768 1.47569 -5.10261 0.08
N -1.86842 -0.48301 -0.81811 0.08
C -2.22072 -1.38111 -1.45751 -0.25
N -2.64482 -2.36681 -2.16641 -0.07
C -1.87682 -2.93661 -3.26091 -0.08
C -1.94972 -4.46831 -3.17351 -0.18
O -3.27982 -4.91531 -3.10571 -0.10
C -3.92912 -4.41491 -1.96641 -0.17
C -3.99872 -2.88301 -2.02781 -0.08
H -0.84102 -2.60411 -3.19091 0.12
H -2.30672 -2.60671 -4.21491 0.14
H -1.38922 -4.81501 -2.29111 0.12
H -1.52262 -4.91751 -4.07051 0.14
H -3.39622 -4.72641 -1.05601 0.12
H -4.93242 -4.83961 -1.95761 0.14
H -4.45732 -2.47401 -1.12621 0.13
H -4.58982 -2.59001 -2.90421 0.14
```